{"formula": "C2H7O2", "method": "wB97M-V/def2-TZVPD", "elements": ["O", "H", "C", "O", "C", "H", "H", "H", "H", "H", "H"], "coordinates": [[-1.1023, 1.8082, -0.3866], [-1.0825, 2.6776, -0.0293], [0.8495, -0.7290, -0.1793], [0.7456, 0.5225, 0.4828], [-0.2831, -1.7978, 0.1056], [0.6468, -0.4630, -1.2731], [1.8928, -1.0985, 0.1410], [-0.1336, 1.4639, -0.0650], [-0.1456, -2.1550, 1.1589], [-1.2425, -1.1945, 0.2776], [-0.4806, -2.7146, -0.5369]], "forces_ev_per_angstrom": [[0.40, -0.08, -0.55], [-0.37, 1.30, 0.34], [-0.23, 1.80, -0.38], [0.39, -1.63, 0.27], [-1.04, 0.70, 2.23], [1.17, -0.82, 0.57], [-1.26, -0.24, -1.24], [-0.88, -1.44, -0.04], [0.17, -0.17, -0.65], [1.07, -0.74, -0.89], [0.58, 1.32, 0.33]], "homo_lumo_gap_ha": 0.2834, "e_tot_ha": -230.8505, "fmax_ev_per_a": 2.56, "lumo_energy_ev": 4.7, "homo_energy_ev": -2.99, "charge": -1, "relative_energy_kj_mol": 89.7}

---

{"formula": "C2H7O2", "method": "wB97M-V/def2-TZVPD", "elements": ["O", "H", "C", "O", "C", "H", "H", "H", "H", "H", "H"], "coordinates": [[-0.5932, -0.2713, -2.4618], [-1.3121, 0.1320, -2.0338], [0.7098, -0.0901, 0.1173], [0.3879, -1.4373, -0.2690], [-0.1832, 0.5211, 1.2124], [0.7692, 0.5479, -0.7150], [1.7421, -0.2329, 0.5663], [-0.2715, -1.3275, -1.0444], [0.1501, 0.2772, 2.2181], [-1.1884, 0.2300, 1.1822], [-0.2108, 1.6509, 1.2278]], "forces_ev_per_angstrom": [[1.24, -1.23, -0.63], [-1.70, 1.04, 0.73], [1.28, -1.98, 1.88], [-1.10, 0.90, 0.02], [1.16, 1.50, 0.47], [-0.07, 0.62, -1.30], [-0.83, 0.59, -0.42], [1.10, 0.52, 0.01], [0.22, -0.34, 0.16], [-1.56, -0.67, -0.49], [0.26, -0.94, -0.43]], "homo_lumo_gap_ha": 0.2662, "e_tot_ha": -230.8556, "fmax_ev_per_a": 3.02, "lumo_energy_ev": 4.3, "homo_energy_ev": -2.90, "charge": -1, "relative_energy_kj_mol": 76.3}

---

{"formula": "C2H7O2P", "method": "wB97M-V/def2-TZVPD", "elements": ["C", "C", "O", "O", "P", "H", "H", "H", "H", "H", "H", "H"], "coordinates": [[1.0503, -0.8720, 0.6774], [-2.6948, 0.0690, 0.0358], [0.1312, 1.7878, 0.7438], [-1.4620, -0.2946, -0.0852], [0.0856, 0.5992, -0.0845], [0.5411, -1.1420, 1.7128], [0.8838, -1.7336, -0.1104], [2.0216, -0.5783, 0.7571], [-3.3422, -0.3338, -0.7645], [-3.0893, 0.7694, 0.6864], [3.1623, 0.7026, -2.0361], [2.7125, 1.0263, -1.5325]], "forces_ev_per_angstrom": [[-5.23, -1.92, -0.34], [1.07, -2.16, -2.69], [-0.20, 1.55, 1.44], [-0.89, 0.57, 0.48], [0.63, -2.27, -1.03], [1.26, 0.47, -2.14], [0.56, 1.52, 1.78], [2.74, 0.61, 0.31], [0.13, 0.08, 0.70], [-0.10, 1.53, 1.50], [-0.14, 0.09, 0.17], [0.16, -0.08, -0.19]], "homo_lumo_gap_ha": [0.2914, 0.2303], "e_tot_ha": -572.1157, "fmax_ev_per_a": 5.58, "lumo_energy_ev": [-0.4, -1.5], "homo_energy_ev": [-8.30, -7.75], "relative_energy_kj_mol": 359.1}

---

{"formula": "C2H7O2P2S", "method": "wB97M-V/def2-TZVPD", "elements": ["C", "C", "S", "P", "O", "O", "P", "H", "H", "H", "H", "H", "H", "H"], "coordinates": [[-0.5791, -1.5158, -0.4706], [-0.7980, -0.0977, 0.3243], [-2.4036, 0.5472, -0.0042], [0.4995, 1.0895, -0.2358], [0.6670, 2.1230, 0.8292], [0.2648, 1.5306, -1.6401], [2.2885, -0.2077, 0.0622], [-1.2939, -1.6016, -1.3005], [-0.8798, -2.2925, 0.2427], [0.4071, -1.6251, -0.8689], [-0.6712, -0.4189, 1.3174], [-2.0781, 1.8618, -0.0542], [1.6236, -0.3851, 1.2083], [2.9532, 0.9923, 0.5901]], "forces_ev_per_angstrom": [[-2.15, 1.32, 0.74], [1.17, -2.13, -2.69], [-1.02, 0.59, 0.01], [0.14, 1.24, 0.03], [-0.28, 0.13, 0.34], [-0.05, -0.59, -0.18], [1.45, 1.13, -1.34], [0.26, 0.24, 0.06], [0.53, -0.15, -0.21], [0.60, -0.22, 0.03], [0.15, 0.38, 1.53], [-0.01, -0.35, 0.04], [-0.49, -0.66, 2.02], [-0.30, -0.93, -0.37]], "homo_lumo_gap_ha": 0.2903, "e_tot_ha": -1311.8707, "fmax_ev_per_a": 3.63, "lumo_energy_ev": 3.4, "homo_energy_ev": -4.54, "smiles": "C[C@H](S)[P@](=O)([O-])P", "charge": -1, "relative_energy_kj_mol": 1.4}

---

{"formula": "C2H7O2P3", "method": "wB97M-V/def2-TZVPD", "elements": ["C", "C", "O", "O", "P", "P", "P", "H", "H", "H", "H", "H", "H", "H"], "coordinates": [[-2.7421, -0.9551, 0.1329], [-1.3741, -0.1959, -0.2206], [-1.2334, 1.0004, -0.0726], [-0.4514, -0.9008, -0.7602], [1.4412, 0.1138, -0.9845], [0.9450, 1.8218, 0.2500], [2.3469, -1.2022, 0.4913], [-2.8286, -0.7706, 1.1108], [-3.4114, -0.3215, -0.3792], [-2.5065, -1.9043, -0.2449], [2.4023, 2.2832, 0.3366], [0.7097, 2.6293, -0.8136], [3.6068, -1.2715, -0.1320], [3.0956, -0.3267, 1.2860]], "forces_ev_per_angstrom": [[3.99, 2.03, -3.37], [-1.21, -0.12, -0.09], [-1.08, 1.11, 0.34], [2.77, -0.36, -0.37], [-1.95, -1.03, -0.17], [1.82, 0.27, 1.96], [0.61, -0.44, 0.28], [-0.63, -0.14, 3.93], [-1.29, 0.04, -0.83], [-0.81, -1.58, -0.08], [-1.10, -0.73, -0.44], [-0.41, 0.78, -0.99], [-0.08, -0.58, -0.81], [-0.62, 0.76, 0.64]], "homo_lumo_gap_ha": 0.2986, "e_tot_ha": -1254.8639, "fmax_ev_per_a": 5.61, "lumo_energy_ev": -0.7, "homo_energy_ev": -8.78, "smiles": "CC(=O)OP(P)#[PH2]", "relative_energy_kj_mol": 0.0}

---

{"formula": "C2H7O2PS2", "method": "wB97M-V/def2-TZVPD", "elements": ["C", "O", "C", "P", "O", "S", "S", "H", "H", "H", "H", "H", "H", "H"], "coordinates": [[-1.4649, -0.7999, -0.5034], [-0.7695, 0.0550, -1.3830], [0.1225, 0.8614, -0.8001], [1.4834, -0.1692, 0.2061], [0.8691, -0.1212, 1.6983], [1.9074, -1.9177, -0.5287], [3.0888, 1.2752, 0.2821], [-2.2913, -1.0325, -1.0970], [-1.7154, -0.2811, 0.3972], [-0.8487, -1.7869, -0.4406], [-0.2888, 1.6593, -0.1900], [0.8077, 1.2463, -1.6468], [1.5726, -0.3753, 2.3594], [3.8598, 0.7978, 1.1964]], "forces_ev_per_angstrom": [[1.83, -1.86, -0.98], [-0.53, -0.27, -0.81], [3.94, 0.03, -0.61], [-0.41, 0.51, -0.77], [1.19, -0.40, 1.05], [0.02, 0.75, 0.39], [-1.40, 0.78, -1.54], [-1.84, -0.58, -0.31], [-0.14, -0.09, 0.85], [-1.06, 1.77, 0.72], [0.03, 0.18, 0.33], [-1.14, -0.04, 1.31], [-1.19, 0.23, -0.80], [0.71, -1.01, 1.15]], "homo_lumo_gap_ha": 0.3367, "e_tot_ha": -1368.6159, "fmax_ev_per_a": 3.99, "lumo_energy_ev": 0.3, "homo_energy_ev": -8.82, "smiles": "COC[P@@](O)(=S)S", "relative_energy_kj_mol": 174.5}

---

{"formula": "C2H7O4", "method": "wB97M-V/def2-TZVPD", "elements": ["O", "C", "O", "C", "H", "H", "H", "H", "H", "O", "H", "H", "O"], "coordinates": [[2.9610, 0.4859, 0.4185], [1.7151, 0.5315, 0.4587], [0.9842, 1.4588, -0.0105], [1.0282, -0.6575, 1.1321], [1.6531, -1.5310, 0.9812], [0.9600, -0.5169, 2.2077], [0.0343, -0.8593, 0.7499], [-2.2404, -0.8042, 0.3230], [-2.5534, -0.5532, -1.1364], [-2.4604, -1.2713, -0.4904], [-0.4936, 0.9968, -0.8326], [-0.5497, 1.6932, -2.1491], [-1.0385, 1.0272, -1.6521]], "forces_ev_per_angstrom": [[-0.24, 0.03, 0.13], [0.47, 0.52, -0.38], [-0.15, -0.45, 0.35], [0.08, -0.27, 0.02], [0.04, -0.21, -0.05], [-0.02, 0.24, 0.19], [-0.20, 0.05, -0.15], [0.08, -0.05, -0.09], [0.40, -0.10, 0.08], [-0.40, 0.15, 0.01], [0.48, 0.16, 0.07], [-0.10, -0.14, 0.05], [-0.44, 0.08, -0.24]], "homo_lumo_gap_ha": 0.3108, "e_tot_ha": -381.4464, "fmax_ev_per_a": 0.79, "lumo_energy_ev": 4.0, "homo_energy_ev": -4.41, "charge": -1, "relative_energy_kj_mol": 36.3}

---

{"formula": "C2H7OPS", "method": "wB97M-V/def2-TZVPD", "elements": ["C", "O", "P", "C", "S", "H", "H", "H", "H", "H", "H", "H"], "coordinates": [[1.0410, -1.3029, -0.2122], [-0.3822, -1.3751, 0.0236], [-1.1749, 0.0142, -0.3219], [-0.1195, 1.2471, 0.5144], [-2.9870, -0.0267, 0.2039], [1.2517, -0.7488, -1.1648], [1.5244, -2.3047, -0.1292], [1.5566, -0.6766, 0.4829], [-0.9243, 0.5314, -1.5323], [-0.2326, 2.1808, 0.0086], [-0.5143, 1.3943, 1.6067], [0.9611, 1.0668, 0.5204]], "forces_ev_per_angstrom": [[0.47, -0.21, -0.95], [0.53, 0.58, -0.89], [1.08, 0.07, 2.88], [-0.72, 0.13, 2.53], [-0.77, -0.08, -0.02], [-0.14, -1.10, 0.27], [-0.82, 0.67, -0.52], [0.01, 0.13, 1.03], [0.31, -0.47, -2.11], [-0.39, 0.76, -0.35], [0.86, -0.34, -1.95], [-0.42, -0.13, 0.08]], "homo_lumo_gap_ha": 0.3595, "e_tot_ha": -895.1785, "fmax_ev_per_a": 3.08, "lumo_energy_ev": 0.8, "homo_energy_ev": -9.00, "smiles": "CO[P@H](C)=S", "relative_energy_kj_mol": 98.8}

---

{"formula": "C2H7OPS2", "method": "wB97M-V/def2-TZVPD", "elements": ["C", "O", "P", "C", "S", "S", "H", "H", "H", "H", "H", "H", "H"], "coordinates": [[1.1420, -0.3506, 1.5823], [0.4975, 0.5365, 0.6796], [-0.1364, -0.1191, -0.7375], [-0.9547, 1.4322, -1.4765], [1.2133, -1.0040, -1.7946], [-1.7100, -1.4160, 0.0078], [1.1100, 0.0399, 2.5987], [2.1360, -0.5103, 1.2465], [0.6312, -1.3992, 1.6010], [-1.2780, 1.9743, -0.5202], [-0.0679, 1.8771, -1.8535], [-1.7808, 1.0004, -2.0923], [-0.8023, -2.0612, 0.7586]], "forces_ev_per_angstrom": [[-1.31, -1.86, 0.01], [-1.23, -0.44, -1.14], [0.35, 0.87, 1.23], [-0.62, -2.38, 3.33], [-0.37, 0.11, 0.07], [0.42, 0.71, -0.38], [-0.06, 0.23, -0.22], [1.03, -0.15, -0.10], [0.88, 1.80, 0.10], [0.03, -0.57, -1.64], [0.22, 0.71, -1.18], [0.86, 1.08, 0.09], [-0.20, -0.12, -0.17]], "homo_lumo_gap_ha": 0.3456, "e_tot_ha": -1293.3947, "fmax_ev_per_a": 4.14, "lumo_energy_ev": 0.5, "homo_energy_ev": -8.90, "smiles": "CO[P@@](C)(=S)S", "relative_energy_kj_mol": 44.8}

---

{"formula": "C2H7OS", "method": "wB97M-V/def2-TZVPD", "elements": ["O", "H", "C", "C", "S", "H", "H", "H", "H", "H", "H"], "coordinates": [[-3.3515, 1.1351, 0.5615], [-2.4140, 1.5236, 0.6312], [1.8027, -0.3603, -0.5489], [0.5754, -0.3267, 0.3008], [-0.9600, -0.8494, -0.6205], [2.0264, -1.3774, -0.8020], [2.5643, 0.1865, 0.0560], [1.7900, 0.1626, -1.5213], [0.7059, -1.0528, 1.1623], [0.5004, 0.6232, 0.8541], [-3.2395, 0.3355, -0.0732]], "forces_ev_per_angstrom": [[1.53, -0.42, -1.04], [-2.04, -1.41, -0.46], [0.89, 1.33, 0.05], [-1.53, -0.95, 0.97], [0.56, 0.32, 0.27], [0.59, -0.60, 0.12], [0.33, -0.84, -0.46], [-0.65, 0.05, 0.43], [0.07, 0.50, -0.95], [-0.28, 0.13, -0.55], [0.53, 1.88, 1.62]], "homo_lumo_gap_ha": 0.2536, "e_tot_ha": -553.8436, "fmax_ev_per_a": 2.54, "lumo_energy_ev": 4.4, "homo_energy_ev": -2.51, "charge": -1, "relative_energy_kj_mol": 53.3}